Record 1
19
Properties=species:S:1:pos:R:3 method="wB97M-V/def2-TZVPD" total_energy_ha=-365.0790 e_homo_ev=-9.4 de_lowest_kcal_mol=95.6 multiplicity=1 smiles="C=NC(C)=O.C=CC"
O -1.10374 1.97698 0.14601
N 0.72513 0.61830 0.10603
C -0.15486 -2.28711 0.44574
C 0.71009 2.62608 -1.28213
C -0.00979 1.71574 -0.30275
C -2.04729 -1.11646 1.69862
C -0.83912 -1.28147 1.19423
C 1.39186 -0.24899 -0.62572
H 0.56849 -2.88212 1.00230
H -0.24105 -0.22563 0.92549
H -0.75680 -2.87611 -0.24497
H -2.75693 -1.93419 1.75400
H 0.64874 -1.61024 -0.27274
H 2.36573 -0.56491 -0.26005
H -2.39381 -0.13893 2.00802
H 1.72050 2.84933 -0.93754
H 1.24980 -0.30213 -1.70567
H 0.14037 3.54616 -1.39328
H 0.78266 2.13572 -2.25560

=====

Record 2
48
Properties=species:S:1:pos:R:3 method="wB97M-V/def2-TZVPD" total_energy_ha=-1529.1409 e_homo_ev=-8.1 de_lowest_kcal_mol=0.0 multiplicity=1 smiles="CC(C)N(C(=O)CSc1nnc(CNc2ccc(F)cc2)o1)C(C)C"
S -0.13587 -0.44885 -2.46596
F 6.10556 -2.84125 -0.62180
O 1.65359 1.22372 -1.43943
O -0.95929 -1.90439 0.86210
N 3.90770 2.00661 0.80749
N -0.07650 0.94403 -0.11631
N 0.76340 1.81613 0.47056
N -2.61397 -0.63523 -0.01626
C 3.01323 2.75884 -0.04742
C 0.47314 0.59797 -1.23767
C 4.79544 -0.14321 1.39293
C -0.95049 -1.75693 -1.47713
C -3.70495 -1.71711 1.91419
C 4.41383 0.77413 0.41011
C 5.18395 -0.77016 -1.27653
C 4.61766 0.44234 -0.92995
C 5.36739 -1.35240 1.05586
C 1.77247 1.97791 -0.32013
C 5.55277 -1.65403 -0.28124
C -2.24506 0.31333 2.24616
C -1.50794 -1.39152 -0.09419
C -3.24233 0.01249 -1.15896
C -3.27195 1.53426 -0.99675
C -4.64069 -0.55585 -1.41391
C -3.21059 -0.40429 1.30646
H -4.39682 -2.21735 1.23981
H -4.59520 -1.63654 -1.52917
H -2.76812 0.60002 3.15506
H 4.33536 1.12316 -1.71641
H -2.63300 -0.19799 -2.03811
H 2.74888 3.68434 0.46614
H -3.52932 1.99427 -1.94738
H 3.51098 2.99702 -0.98966
H -4.21639 -1.51412 2.85149
H 5.33734 -1.03208 -2.31145
H -1.72163 -2.17075 -2.12717
H -2.29087 1.88540 -0.68931
H -0.18746 -2.51720 -1.30057
H -5.04678 -0.12699 -2.32631
H -1.41902 -0.34114 2.50253
H -4.00221 1.85075 -0.25744
H -5.31930 -0.32464 -0.59733
H -4.07515 0.24203 1.14116
H -2.86521 -2.37648 2.10948
H 3.61576 2.01104 1.77603
H -1.83958 1.20030 1.76976
H 5.65968 -2.06169 1.81358
H 4.63756 0.10213 2.43305

=====

Record 3
5
Properties=species:S:1:pos:R:3 method="wB97M-V/def2-TZVPD" total_energy_ha=-480.4340 e_homo_ev=-10.0 de_lowest_kcal_mol=37.2 multiplicity=1 smiles="[H]/P=C/F"
P -0.09270 -1.14164 0.56788
F -0.74197 0.32040 -1.71293
C 0.05159 0.19319 -0.46589
H 0.38257 1.08278 -0.16837
H 0.40051 -0.45472 1.77931

=====

Record 4
14
Properties=species:S:1:pos:R:3 method="wB97M-V/def2-TZVPD" total_energy_ha=-415.9589 e_homo_ev=-9.5 de_lowest_kcal_mol=51.3 multiplicity=1 smiles="OC1=NCC=N1.C=O"
O 0.37483 0.77152 -1.46116
O 1.89934 -0.29316 0.34284
N 0.07374 0.60992 1.43332
N -0.21771 -1.29338 0.20605
C 0.61126 -0.25180 0.65111
C -1.35511 -1.03098 0.72163
C 0.92641 0.54405 -2.49575
C -1.29995 0.21362 1.55434
H 0.62004 -0.27630 -3.16244
H -1.55942 0.03105 2.59900
H 2.31580 0.49421 0.72029
H -1.95826 1.00022 1.17749
H -2.21467 -1.65763 0.56633
H 1.78370 1.13865 -2.85307

=====

Record 5
59
Properties=species:S:1:pos:R:3 method="wB97M-V/def2-TZVPD" s2=0.7562 total_energy_ha=-2703.4219 e_homo_ev="-0.8 / -0.8" charge=-2 de_lowest_kcal_mol=0.0 multiplicity=2
K -0.93166 -0.21057 -2.38297
S 3.23120 -2.27108 -4.63620
N 1.38445 2.84543 -1.69226
N 1.93086 -1.91054 -2.27875
N -1.73130 -2.69704 0.71138
N -0.08862 -2.21066 -1.01036
N -0.71609 1.91951 -0.94452
N -2.14426 -0.43021 -0.06544
N -2.88753 1.86403 0.09575
N 1.54968 0.49132 -2.35180
C 1.62915 -5.65031 1.50748
C -4.24174 -2.11742 2.46869
C -4.87494 0.61072 2.12805
C 0.15559 2.93398 -1.33659
C -0.54383 4.23742 -1.16077
C 1.13628 -2.60367 -1.28582
C -5.26585 -1.52674 3.19699
C -0.57062 -2.94064 0.03237
C 0.41403 -3.90398 0.40490
C -2.41349 -1.60026 0.65548
C 0.47933 -4.90404 1.39017
C 2.02647 1.59812 -1.74625
C 1.54038 -3.67046 -0.43851
C 3.20396 1.28349 -1.03227
C 2.74377 -5.41848 0.66375
C -3.86529 0.01339 1.39117
C 3.37662 -0.13333 -1.15908
C -1.84102 2.44860 -0.48118
C -3.54967 -1.33488 1.55597
C 5.30128 -0.02673 0.26491
C 2.70748 -4.43914 -0.30137
C 4.10018 2.02801 -0.23803
C -2.91040 0.54113 0.38625
C -2.32416 6.25443 -0.55937
C 4.43943 -0.77920 -0.49011
C -0.16326 5.54479 -1.39944
C 2.32468 -0.54295 -1.98960
C -5.58384 -0.17413 3.02925
C 5.13552 1.38173 0.38822
C 2.32771 -2.56642 -3.33847
C -1.07136 6.55519 -1.09660
C -2.69355 4.93550 -0.31166
C -1.79043 3.93685 -0.62642
H 1.69011 -6.42677 2.26290
H 4.56163 -1.85439 -0.56370
H 3.96487 3.09829 -0.12571
H 0.81712 5.75810 -1.80722
H 3.63760 -6.02037 0.78578
H -6.38417 0.26303 3.61561
H -5.82625 -2.11755 3.91337
H -3.01210 7.06003 -0.32844
H 3.56132 -4.26311 -0.94621
H -5.09211 1.66423 1.99918
H 5.83398 1.94495 0.99845
H 6.11842 -0.51160 0.78862
H -3.97586 -3.15887 2.60274
H -3.65626 4.68600 0.11760
H -0.36765 -5.07397 2.04495
H -0.80581 7.59127 -1.27481

=====

Record 6
18
Properties=species:S:1:pos:R:3 method="wB97M-V/def2-TZVPD" total_energy_ha=-272.8991 e_homo_ev=-9.8 de_lowest_kcal_mol=31.1 multiplicity=1 smiles="C=CCC.CO"
O 0.23184 -1.32903 2.19380
C -1.24831 0.85487 0.84821
C -0.17463 1.12151 -1.41196
C -0.38534 1.46169 0.03621
C -0.12257 -2.42200 1.37822
C 1.30008 0.90179 -1.75389
H 1.72024 0.07028 -1.17627
H 0.73895 -3.06382 1.14749
H -0.85889 -3.01940 1.92077
H -1.87816 0.03853 0.49681
H -0.75760 0.22795 -1.66897
H 1.89170 1.79658 -1.52845
H 1.42825 0.67541 -2.81707
H -1.36118 1.14312 1.88934
H 0.40090 -0.57258 1.61845
H -0.57845 -2.11166 0.42799
H -0.56867 1.94428 -2.02437
H 0.22182 2.28247 0.42370